No. 1
This record from the OMol25 dataset describes a cluster of 2 separate species, C3H10N3O in total at a distorted geometry. The level of theory is ωB97M-V/def2-TZVPD.

## Properties
net charge = +1
2S+1 = 1
HOMO level = -0.5023 Ha
HOMO-LUMO gap = 9.816 eV
relative energy (zero: lowest compared OMol25 entry of this formula, charge and spin) = 5.8649 eV
E = -9780.4351 eV

Last column: Mulliken charge in e.
Positions of all 17 atoms, in Å:
1 O -2.91 0.81 -0.21  -0.296
2 N 2.32 0.05 0.70  -0.462
3 N 2.84 0.69 -0.55  -0.468
4 N -0.76 -0.09 0.06  -0.152
5 C -3.68 -0.43 -0.03  -0.571
6 C 0.34 -0.75 0.30  -0.396
7 C -1.63 0.87 -0.04  0.334
8 H -2.91 -1.12 0.31  0.298
9 H 3.15 1.60 -0.49  0.235
10 H 2.07 0.64 -1.22  0.240
11 H -4.37 -0.27 0.78  0.253
12 H -1.25 1.90 0.26  0.334
13 H 2.94 -0.73 0.88  0.315
14 H 0.61 -1.08 1.26  0.340
15 H 0.93 -0.96 -0.59  0.404
16 H -4.10 -0.71 -0.89  0.281
17 H 2.24 0.80 1.49  0.312

=====

No. 2
This record from the OMol25 dataset describes a structure of composition C36H40P2Zn at a distorted geometry. The level of theory is ωB97M-V/def2-TZVPD.

## Properties
net charge = 0
2S+1 = 1
HOMO level = -0.2875 Ha
HOMO-LUMO gap = 8.233 eV
relative energy (zero: lowest compared OMol25 entry of this formula, charge and spin) = 0.7025 eV
E = -104972.2086 eV

Last column: Mulliken charge in e.
Positions of all 79 atoms, in Å:
1 Zn -4.93 2.92 1.90  0.216
2 P 0.33 -2.17 -3.10  0.037
3 P 1.87 0.77 -2.90  0.095
4 C -0.78 -4.17 0.36  -0.673
5 C 2.47 3.53 0.14  -0.577
6 C 5.74 1.53 -4.28  -0.611
7 C -0.64 0.34 4.20  0.056
8 C 1.45 3.18 1.04  -0.552
9 C 1.72 -3.40 -5.22  -0.300
10 C -0.78 2.81 5.08  -0.142
11 C -2.17 -4.18 0.26  -0.481
12 C 0.01 -3.56 -0.63  0.042
13 C 0.65 2.05 0.78  -0.219
14 C 1.47 -5.70 -5.95  -0.399
15 C -2.29 2.39 7.11  -0.594
16 C 2.56 -0.75 -2.21  -0.685
17 C 0.81 -3.63 -4.17  0.262
18 C -1.91 -0.26 4.78  -0.652
19 C -4.62 1.62 0.49  -0.642
20 C 1.81 1.72 -1.32  0.533
21 C 0.28 -4.92 -3.99  -0.253
22 C -6.11 3.80 3.21  -0.766
23 C -2.02 -2.99 -1.85  -0.399
24 C 4.65 1.00 -3.58  0.118
25 C 0.01 1.53 4.96  -0.810
26 C -0.61 -2.99 -1.75  0.405
27 C -1.79 3.16 5.90  -0.552
28 C 5.51 2.42 -5.35  -0.467
29 C 4.19 2.74 -5.71  -0.467
30 C 2.65 2.81 -1.05  -0.391
31 C -2.78 -3.59 -0.86  -0.573
32 C 3.12 2.23 -4.97  -0.485
33 C 2.04 -4.43 -6.12  -0.638
34 C 0.84 1.31 -0.38  -0.708
35 C 0.61 -5.95 -4.88  -0.594
36 C -2.04 0.88 7.01  -0.657
37 C 1.96 -1.95 -2.35  -0.696
38 C -2.65 0.25 5.77  -0.440
39 C 3.34 1.39 -3.86  0.269
40 H 2.45 -2.88 -2.01  0.752
41 H 0.06 -0.51 4.13  0.337
42 H -2.50 -2.53 -2.71  0.367
43 H -0.58 3.48 4.21  0.213
44 H -0.14 1.79 1.49  0.307
45 H 2.72 -4.24 -6.96  0.352
46 H -2.18 4.17 5.84  0.423
47 H -4.39 0.65 0.94  0.116
48 H -2.54 0.42 7.89  0.391
49 H -5.72 4.77 3.57  0.212
50 H -2.22 -1.22 4.30  0.381
51 H 6.35 2.84 -5.89  0.364
52 H 4.01 3.38 -6.57  0.363
53 H -6.27 3.13 4.07  0.174
54 H 0.17 -6.94 -4.73  0.360
55 H -0.28 -4.65 1.20  0.392
56 H -7.10 3.96 2.69  0.236
57 H -0.79 0.65 3.16  -0.001
58 H 1.67 -6.49 -6.68  0.349
59 H -3.87 -3.62 -0.95  0.392
60 H 4.87 0.26 -2.80  0.219
61 H -0.41 -5.11 -3.16  0.287
62 H 3.41 3.12 -1.76  0.338
63 H -1.79 2.77 8.03  0.316
64 H 2.09 2.48 -5.25  0.364
65 H -3.76 0.22 5.81  0.360
66 H -3.36 2.60 7.23  0.336
67 H 6.75 1.26 -4.01  0.387
68 H 1.26 3.79 1.92  0.346
69 H 0.36 1.17 5.93  0.423
70 H 3.46 -0.64 -1.59  0.605
71 H 0.90 1.81 4.35  0.407
72 H -0.98 0.64 7.13  0.249
73 H 0.22 0.43 -0.60  0.401
74 H 1.09 -3.56 -0.50  0.290
75 H 3.10 4.39 0.33  0.362
76 H -5.58 1.56 -0.07  0.272
77 H -3.82 1.96 -0.19  0.175
78 H 2.16 -2.40 -5.33  0.392
79 H -2.78 -4.65 1.04  0.385

=====

No. 3
This record from the OMol25 dataset describes a structure of composition C4H7NS at a distorted geometry. The level of theory is ωB97M-V/def2-TZVPD.

## Properties
net charge = 0
2S+1 = 1
HOMO level = -0.2992 Ha
HOMO-LUMO gap = 8.956 eV
relative energy (zero: lowest compared OMol25 entry of this formula, charge and spin) = 2.8421 eV
E = -16584.0892 eV

Last column: Mulliken charge in e.
Positions of all 13 atoms, in Å:
1 S 0.21 1.52 0.64  -0.154
2 N 1.15 0.37 -0.25  -0.062
3 C 0.06 -0.48 -0.48  -0.630
4 C 2.38 -0.19 0.12  -0.800
5 C -0.96 0.26 0.06  0.396
6 C -2.46 0.18 0.04  -0.889
7 H 2.76 -0.61 -0.84  0.327
8 H -2.90 0.80 -0.76  0.262
9 H 2.28 -1.00 0.93  0.248
10 H 2.91 0.62 0.36  0.362
11 H -2.71 -0.85 0.12  0.287
12 H -2.94 0.79 0.97  0.257
13 H 0.24 -1.41 -0.91  0.396

=====

No. 4
This record from the OMol25 dataset describes a cluster of 9 separate species, C48H80BN14O10 in total at a distorted geometry. The level of theory is ωB97M-V/def2-TZVPD.

## Properties
net charge = +5
2S+1 = 1
HOMO level = -0.5039 Ha
HOMO-LUMO gap = 3.497 eV
relative energy (zero: lowest compared OMol25 entry of this formula, charge and spin) = 2.6809 eV
E = -93045.3556 eV

Last column: Mulliken charge in e.
Positions of all 153 atoms, in Å:
1 O 18.08 -12.12 -8.94  -0.598
2 O 14.23 -11.10 -3.09  -0.683
3 O 15.03 -9.39 -7.44  -0.033
4 O 16.30 -10.74 -9.04  0.390
5 O 14.97 -11.83 -7.47  -0.700
6 O 12.35 -10.26 -2.25  -0.719
7 O 13.78 -10.47 -9.10  -0.617
8 O 11.82 -9.39 -8.73  -0.553
9 O 13.34 -8.20 -6.55  -0.324
10 O 16.50 -13.30 -6.70  -0.496
11 N 14.14 -11.61 -13.12  0.508
12 N 10.53 -6.22 -6.87  0.289
13 N 12.92 -11.69 -14.95  0.140
14 N 20.54 -14.66 -8.23  0.330
15 N 12.77 -7.43 -12.41  0.412
16 N 17.44 -8.23 -4.97  0.377
17 N 11.12 -8.43 -13.42  0.257
18 N 10.18 -4.56 -8.22  0.245
19 N 7.37 -11.25 -8.24  0.290
20 N 19.37 -8.06 -11.54  0.234
21 N 18.31 -10.21 -5.14  0.367
22 N 5.23 -10.93 -8.02  0.105
23 N 19.47 -15.51 -6.55  0.126
24 N 18.36 -6.16 -11.35  0.241
25 C 18.46 -16.27 -5.82  -0.918
26 C 17.65 -4.94 -11.68  -0.853
27 C 9.58 -3.78 -9.33  -0.240
28 C 12.29 -10.81 -4.51  0.062
29 C 15.03 -7.56 -11.41  -0.053
30 C 9.92 -9.23 -13.67  -0.751
31 C 17.30 -6.77 -4.92  -0.805
32 C 9.71 -5.73 -7.79  -0.243
33 C 13.88 -10.70 -15.09  -0.935
34 C 10.40 -7.50 -6.16  -0.785
35 C 3.90 -10.30 -8.02  -0.794
36 C 18.54 -6.68 -10.08  -0.573
37 C 9.20 -10.97 -6.60  -0.850
38 C 20.20 -14.45 -6.06  -0.652
39 C 11.87 -7.80 -14.39  -0.774
40 C 14.69 -11.93 -11.78  0.409
41 C 19.25 -11.33 -5.30  -0.838
42 C 18.98 -10.37 -12.33  -0.382
43 C 16.27 -6.32 -5.98  -0.204
44 C 13.12 -12.20 -13.72  -0.080
45 C 20.99 -14.35 -9.58  -0.271
46 C 18.88 -7.02 -12.23  -0.242
47 C 6.75 -12.47 -8.31  -0.258
48 C 13.63 -6.91 -11.36  -0.840
49 C 9.64 -2.29 -9.11  -1.278
50 C 11.58 -5.34 -6.72  -0.510
51 C 17.02 -11.72 -8.55  0.406
52 C 5.42 -12.29 -8.12  -0.495
53 C 15.69 -13.08 -11.88  -1.170
54 C 14.56 -10.57 -13.92  -0.153
55 C 12.98 -9.64 -8.47  0.488
56 C 11.94 -12.09 -15.96  -0.824
57 C 11.38 -4.32 -7.59  -0.579
58 C 18.59 -8.89 -5.23  -0.087
59 C 12.93 -7.23 -13.77  -0.334
60 C 6.39 -10.31 -8.12  -0.104
61 C 16.18 -12.43 -7.43  0.290
62 C 20.90 -13.95 -7.11  -0.394
63 C 16.50 -9.14 -4.51  -0.847
64 C 19.23 -7.83 -10.20  -0.458
65 C 13.05 -10.71 -3.18  0.189
66 C 20.00 -9.22 -12.18  -0.857
67 C 19.67 -15.60 -7.86  -0.155
68 C 8.79 -11.01 -8.10  -0.462
69 C 17.02 -10.35 -4.73  -0.868
70 C 11.67 -8.18 -12.23  -0.250
71 C 22.50 -14.59 -9.70  -1.197
72 C 13.77 -9.03 -7.30  0.065
73 B 15.02 -10.62 -8.29  0.607
74 H 19.52 -8.44 -5.52  0.458
75 H 15.70 -7.29 -10.60  0.389
76 H 20.41 -8.90 -13.14  0.415
77 H 23.02 -13.85 -9.09  0.351
78 H 17.97 -15.68 -5.06  0.355
79 H 16.68 -6.60 -6.95  -0.052
80 H 10.58 -1.77 -9.23  0.371
81 H 18.35 -4.15 -11.97  0.384
82 H 17.00 -6.53 -3.90  0.388
83 H 17.27 -4.45 -10.78  0.330
84 H 3.95 -9.26 -8.33  0.322
85 H 16.03 -5.26 -5.92  0.557
86 H 9.12 -8.65 -14.12  0.365
87 H 11.61 -11.64 -4.31  0.328
88 H 20.78 -9.55 -11.50  0.345
89 H 11.31 -8.65 -11.33  0.552
90 H 18.87 -11.92 -6.14  0.242
91 H 13.75 -5.84 -11.53  0.313
92 H 13.04 -11.02 -5.29  -0.015
93 H 13.89 -12.09 -11.06  0.242
94 H 16.18 -13.24 -10.91  0.193
95 H 22.74 -15.55 -9.25  0.353
96 H 11.33 -12.88 -15.53  0.320
97 H 11.74 -9.93 -4.84  -0.130
98 H 12.38 -5.62 -6.06  0.560
99 H 18.23 -6.26 -5.14  0.315
100 H 20.27 -10.99 -5.44  0.290
101 H 10.03 -4.06 -10.29  0.199
102 H 11.72 -7.95 -15.45  0.496
103 H 8.86 -1.77 -9.67  0.387
104 H 18.76 -6.97 -13.30  0.420
105 H 9.55 -7.43 -5.48  0.446
106 H 9.31 -2.10 -8.07  0.372
107 H 9.59 -9.68 -12.74  0.282
108 H 19.52 -8.55 -9.45  0.558
109 H 15.52 -7.20 -12.31  0.499
110 H 15.57 -8.74 -4.14  0.698
111 H 19.36 -11.11 -13.04  0.477
112 H 9.38 -11.76 -8.62  0.318
113 H 15.25 -9.80 -13.62  0.471
114 H 8.55 -4.12 -9.43  0.360
115 H 7.41 -13.32 -8.36  0.426
116 H 15.24 -14.04 -12.09  0.427
117 H 15.17 -11.00 -11.49  -0.638
118 H 12.49 -12.46 -16.82  0.366
119 H 20.39 -14.99 -10.23  0.420
120 H 15.31 -6.80 -5.78  -0.183
121 H 14.99 -8.65 -11.49  -0.521
122 H 11.32 -11.25 -16.27  0.339
123 H 9.13 -10.04 -8.48  0.095
124 H 3.29 -10.89 -8.70  0.334
125 H 16.45 -12.86 -12.63  0.396
126 H 13.82 -6.76 -14.17  0.526
127 H 8.71 -10.15 -6.08  0.314
128 H 19.31 -16.30 -8.59  0.445
129 H 18.03 -10.03 -12.76  0.039
130 H 13.16 -7.09 -10.40  0.247
131 H 18.90 -17.20 -5.45  0.354
132 H 16.86 -5.11 -12.41  0.339
133 H 10.27 -10.89 -6.44  0.076
134 H 20.81 -13.31 -9.85  0.039
135 H 21.53 -13.08 -7.16  0.414
136 H 22.90 -14.65 -10.71  0.402
137 H 10.25 -8.25 -6.93  0.193
138 H 16.61 -11.34 -4.58  0.843
139 H 14.00 -10.06 -15.94  0.469
140 H 8.78 -6.19 -8.06  0.459
141 H 19.17 -11.95 -4.41  0.384
142 H 6.48 -9.24 -8.11  0.418
143 H 17.64 -16.60 -6.46  0.352
144 H 18.84 -10.84 -11.36  0.094
145 H 4.59 -12.98 -8.19  0.438
146 H 11.25 -7.69 -5.52  0.173
147 H 8.82 -11.88 -6.14  0.542
148 H 12.55 -13.02 -13.32  0.482
149 H 18.14 -6.18 -9.22  0.521
150 H 10.16 -10.03 -14.36  0.228
151 H 3.47 -10.37 -7.03  0.342
152 H 20.15 -14.12 -5.03  0.634
153 H 11.95 -3.44 -7.86  0.508

=====

No. 5
This record from the OMol25 dataset describes a structure of composition C5H6O2 at a distorted geometry. The level of theory is ωB97M-V/def2-TZVPD.

## Properties
net charge = 0
2S+1 = 1
HOMO level = -0.2927 Ha
HOMO-LUMO gap = 7.824 eV
relative energy (zero: lowest compared OMol25 entry of this formula, charge and spin) = 4.9092 eV
E = -9372.1864 eV

Last column: Mulliken charge in e.
Positions of all 13 atoms, in Å:
1 O -0.11 0.80 -1.44  -0.238
2 O -2.02 -1.13 0.35  -0.529
3 C -1.05 -0.41 0.28  0.600
4 C -1.07 0.98 -0.35  -0.467
5 C 0.32 -0.44 -1.46  -0.230
6 C 0.36 -0.83 0.55  -0.061
7 C 1.28 -0.07 1.18  -0.762
8 H 0.51 -1.90 0.45  0.395
9 H -2.05 1.26 -0.74  0.296
10 H -0.68 1.78 0.29  0.259
11 H 2.20 -0.49 1.60  0.288
12 H 1.19 -0.53 -2.14  0.252
13 H 1.11 0.97 1.43  0.197

=====

No. 6
This record from the OMol25 dataset describes the ion C4H11N4 with charge +1 at a distorted geometry. The level of theory is ωB97M-V/def2-TZVPD.

## Properties
net charge = +1
SMILES string = C/[NH+]=C\N=N\[C@@H](C)N
2S+1 = 1
HOMO level = -0.4934 Ha
HOMO-LUMO gap = 8.770 eV
relative energy (zero: lowest compared OMol25 entry of this formula, charge and spin) = 4.1327 eV
E = -10277.0569 eV

Last column: Mulliken charge in e.
Positions of all 19 atoms, in Å:
1 N -2.44 -1.18 -0.04  -0.161
2 N -0.48 -0.04 -0.49  0.130
3 N 0.68 -0.33 -0.68  -0.290
4 N 0.96 1.40 0.83  -0.522
5 C 2.41 1.08 -1.20  -1.265
6 C -1.93 -1.74 1.24  -0.756
7 C -1.65 -0.46 -0.86  -0.072
8 C 1.66 0.53 0.01  0.526
9 H -0.86 -2.11 1.13  0.284
10 H 3.40 1.57 -0.86  0.322
11 H 0.16 1.89 0.57  0.183
12 H 1.67 1.92 1.33  0.242
13 H 1.84 1.88 -1.58  0.343
14 H -3.40 -0.87 0.00  0.277
15 H 2.32 -0.24 0.40  0.294
16 H -2.00 -1.11 2.16  0.321
17 H -2.24 0.00 -1.64  0.376
18 H 2.52 0.23 -1.80  0.425
19 H -2.61 -2.44 1.46  0.343

=====

No. 7
This record from the OMol25 dataset describes the molecule C4H6N2 at a distorted geometry. The level of theory is ωB97M-V/def2-TZVPD.

## Properties
net charge = 0
SMILES string = [H]/N=C1\CC=CN1
2S+1 = 1
HOMO level = -0.3146 Ha
HOMO-LUMO gap = 9.547 eV
relative energy (zero: lowest compared OMol25 entry of this formula, charge and spin) = 1.2701 eV
E = -7224.3208 eV

Last column: Mulliken charge in e.
Positions of all 12 atoms, in Å:
1 N 0.04 -1.10 0.29  -0.345
2 N -2.07 -0.14 -0.18  -0.756
3 C 0.09 1.19 0.14  -0.279
4 C -0.81 -0.02 0.05  0.340
5 C 1.47 0.63 -0.14  -0.398
6 C 1.38 -0.71 -0.10  -0.355
7 H -0.28 2.02 -0.57  0.299
8 H -2.46 0.79 -0.27  0.231
9 H 0.01 1.63 1.19  0.203
10 H 2.36 1.20 -0.34  0.362
11 H -0.33 -2.05 -0.28  0.328
12 H 2.16 -1.45 -0.28  0.371